The following is a quantum chemistry calculation of 2 unconnected molecules or ions with the total composition C5H13NO at a distorted geometry, from OMol25.

Structure (XYZ):
```
20
Properties=species:S:1:pos:R:3:forces:R:3
C 1.051563 -0.877094 1.808065 -0.18 0.65 -0.36
C 0.316045 0.260411 1.859830 -0.19 -1.10 0.40
C -1.168466 0.356519 1.768711 -1.21 1.85 1.28
C -1.620514 0.777516 0.334748 0.42 -0.65 0.04
N -2.082023 -0.296819 -0.512902 0.31 -0.27 -0.01
C -1.369392 -0.580891 -1.753082 -0.88 0.50 -0.27
H 1.842586 -0.909466 1.064421 1.20 0.26 1.19
H 0.854210 -1.776689 2.383311 -0.96 -0.37 -0.99
H 0.801991 1.230623 1.977563 0.18 0.02 -1.57
H -1.502145 1.261893 2.302457 0.27 -0.21 0.44
H -1.820279 -0.412626 2.187766 0.44 -0.52 -0.24
H -0.741401 1.251192 -0.110125 -0.16 0.13 -0.26
H -2.399080 1.536879 0.428222 0.00 0.07 0.08
H -2.359042 -1.116504 -0.000601 0.18 -0.04 0.03
H -1.330682 -1.645288 -1.968108 0.16 -0.11 0.17
H -1.943911 -0.129931 -2.572943 0.25 -0.05 -0.16
H -0.372182 -0.142853 -1.792351 0.17 -0.16 0.20
O 4.432766 0.060980 -2.336564 0.32 0.75 0.09
H 4.715277 0.846698 -1.836859 -0.23 -0.49 0.00
H 4.694680 0.305451 -3.231558 -0.10 -0.25 -0.08
```
Forces are in eV/Å.

* HOMO: -8.11 eV
* total charge: 0
* Kohn-Sham gap: 0.3286 Eh
* LUMO energy: 0.827 eV
* energy relative to the best compared isomer or geometry (same formula, charge and spin): 79.84 kcal/mol

natural (NBO) atomic charge list, values in e, 5 entries: C -0.43; C -0.16; C -0.47; C -0.19; N -0.65



The following is a quantum chemistry calculation of 2 unconnected molecules or ions with the total composition C5H13NO2 at a distorted geometry, from OMol25.

Structure (XYZ):
```
21
Properties=species:S:1:pos:R:3:forces:R:3
C -2.149738 -1.361356 1.896145 -0.76 -2.72 1.51
C -1.349455 -0.830016 0.779675 -1.46 0.11 -2.71
C 0.011534 -0.334891 1.103623 1.89 0.44 0.00
O 0.549982 -0.507215 2.183453 -0.72 -0.14 -0.21
N 0.766126 0.212886 0.038133 -1.24 1.25 0.76
C 2.067058 0.726644 0.393982 0.67 0.73 1.51
C -0.010362 1.179839 -0.818716 0.74 -1.96 -1.04
H -1.724845 -2.293997 2.310246 0.76 0.79 0.42
H -3.074378 -1.889459 1.625283 -0.29 1.00 -0.74
H -2.393045 -0.679527 2.713236 0.31 0.06 -0.22
H -1.235238 -1.515494 -0.091964 0.41 -0.59 0.97
H -2.037837 -0.217288 0.157567 0.79 1.01 0.77
H 2.740999 0.883007 -0.451335 -0.37 -0.16 -0.14
H 2.584299 0.147983 1.161439 -0.23 -0.65 -0.48
H 1.981871 1.672680 0.952492 -0.12 0.24 -0.44
H 0.720814 1.813697 -1.314674 -0.11 -0.23 -0.32
H -0.779977 1.849298 -0.451766 -0.03 -0.21 1.07
H -0.452176 0.445649 -1.501905 -0.34 1.12 -0.55
O 0.839931 0.314439 -3.565667 1.61 -0.21 -0.39
H 1.421978 -0.004015 -2.853421 -0.63 0.05 0.12
H 1.522460 0.387138 -4.265825 -0.87 0.08 0.11
```
Forces are in eV/Å.

* HOMO: -9.21 eV
* total charge: 0
* Kohn-Sham gap: 0.3615 Eh
* LUMO energy: 0.623 eV
* energy relative to the best compared isomer or geometry (same formula, charge and spin): 44.02 kcal/mol

natural (NBO) atomic charge list, values in e, 5 entries: C -0.62; C -0.54; C 0.69; O -0.59; N -0.46



The following is a quantum chemistry calculation of 3 unconnected molecules or ions with the total composition C5H13NO2 at a distorted geometry, from OMol25.

Structure (XYZ):
```
21
Properties=species:S:1:pos:R:3:forces:R:3
C -1.443329 1.174362 -1.314018 -0.97 0.05 -0.62
C -0.315631 0.531645 -1.581027 0.22 -0.13 0.75
C 0.098031 -0.752860 -0.967173 0.06 0.41 -0.13
C 1.288944 -1.401331 -1.627410 -0.34 -0.51 -0.14
C -0.546463 -1.253028 0.098190 0.76 -0.35 -0.24
N -0.357636 -2.549807 0.598245 0.47 0.22 0.18
H -2.297131 0.820773 -0.748430 0.40 -0.40 0.36
H -1.721791 2.051327 -1.858536 0.30 0.68 -0.20
H 0.384302 1.007185 -2.274841 -0.12 -0.25 0.16
H 2.236909 -1.075104 -1.200632 0.12 0.39 -0.16
H 1.241937 -1.209275 -2.697894 0.35 0.21 -0.03
H 1.339385 -2.483004 -1.558679 -0.32 -0.30 0.18
H -1.257470 -0.649553 0.636171 -0.42 -0.03 -0.07
H 0.548553 -2.943430 0.369170 -0.22 0.02 -0.19
H -0.463958 -2.616755 1.596627 -0.26 0.03 0.18
O -1.765307 2.010623 2.263323 -0.04 -0.03 0.02
H -1.232244 2.773629 2.018058 0.02 -0.06 -0.03
H -1.140564 1.279458 2.294028 0.08 0.07 -0.01
O 2.376407 1.460394 1.413858 0.54 -0.06 -0.89
H 2.283153 0.919323 0.610747 -0.37 0.02 0.45
H 3.147289 1.993620 1.160515 -0.27 0.02 0.44
```
Forces are in eV/Å.

* HOMO: -7.78 eV
* total charge: 0
* Kohn-Sham gap: 0.3064 Eh
* LUMO energy: 0.559 eV
* energy relative to the best compared isomer or geometry (same formula, charge and spin): 50.96 kcal/mol

natural (NBO) atomic charge list, values in e, 5 entries: C -0.39; C -0.20; C -0.16; C -0.64; C 0.03



The following is a quantum chemistry calculation of a molecular structure, C5H13NO2 at a distorted geometry, from OMol25.

Structure (XYZ):
```
21
Properties=species:S:1:pos:R:3:forces:R:3
C -0.199837 0.241049 0.770907 0.71 4.50 1.57
C 0.939298 -1.621994 -1.835154 -2.13 -0.10 1.48
C -0.862979 1.198999 -0.232595 0.28 -0.51 -0.50
C 0.494875 1.096764 1.846715 0.40 0.14 0.00
C -1.288673 -0.557648 1.508083 0.43 -1.41 -0.72
N 1.128406 -0.568787 -2.714229 0.08 0.27 0.53
O 1.302345 -0.249962 -0.015163 -3.59 0.62 2.53
O 0.201314 -1.148466 -0.376094 3.05 -3.26 -4.98
H 1.782890 0.102208 -2.319496 -0.08 -0.10 -0.13
H 0.260608 -0.089301 -2.928700 0.09 -0.15 -0.13
H 0.191522 -2.335503 -2.171448 0.16 -0.09 -0.15
H 1.860647 -2.066951 -1.471280 -0.11 0.12 0.12
H -1.481272 0.655533 -0.954910 0.15 -0.02 0.09
H -0.097594 1.751924 -0.782363 -0.09 0.00 0.11
H -1.528839 1.916463 0.255179 0.22 -0.12 0.27
H 1.272585 1.723585 1.403669 -0.01 -0.16 -0.07
H 0.966746 0.458183 2.599089 -0.09 0.08 -0.06
H -0.192519 1.788783 2.342123 -0.19 -0.24 0.05
H -1.974885 0.087738 2.063548 0.58 0.39 0.04
H -1.942734 -1.103123 0.821018 0.30 -0.07 -0.06
H -0.831903 -1.279492 2.191101 -0.16 0.09 0.01
```
Forces are in eV/Å.

* HOMO: -8.78 eV
* total charge: 0
* Kohn-Sham gap: 0.3567 Eh
* LUMO energy: 0.923 eV
* energy relative to the best compared isomer or geometry (same formula, charge and spin): 162.23 kcal/mol

natural (NBO) atomic charge list, values in e, 5 entries: C 0.39; C 0.10; C -0.65; C -0.66; C -0.65



The following is a quantum chemistry calculation of a molecular structure, C5H13NO2 at a distorted geometry, from OMol25.

Structure (XYZ):
```
21
Properties=species:S:1:pos:R:3:forces:R:3
N 0.217764 -1.702310 -0.101085 1.11 -5.63 2.18
C -0.197701 -0.632763 -0.443576 -1.06 9.92 -1.83
C 0.775014 0.587738 -0.804069 0.43 -3.72 -1.49
C -2.870487 1.938919 0.574527 0.74 -1.06 1.90
C -1.820609 1.293462 -0.276065 0.96 -1.31 0.67
C -1.531440 -0.082316 -0.268969 -0.13 2.81 -0.83
H -0.508216 -2.366052 0.268256 1.49 0.18 0.02
H 1.553303 -1.354355 0.478294 -0.08 -3.42 0.56
H 0.475288 0.843703 -1.795136 -0.97 1.04 -0.54
H 0.635106 1.341346 -0.052228 0.84 0.20 0.05
H -3.745093 1.353547 0.834301 -0.34 -0.17 -0.64
H -3.087423 2.954377 0.347179 -0.35 0.63 -0.65
H -2.430008 2.015287 1.633873 0.01 -0.05 -1.36
H -1.125037 2.056490 -0.696793 -0.52 -1.01 0.21
H -2.272947 -0.750583 -0.008098 -1.63 -1.26 0.90
H 3.173356 -1.471221 -0.220043 1.18 1.47 -0.28
H 1.874390 -3.219975 0.745745 0.22 0.62 0.10
O 2.198099 -2.337673 1.050457 -1.48 1.22 -0.77
H 3.487272 -0.048985 0.354371 0.30 0.01 0.27
H 1.743759 0.127005 -1.155619 -0.40 0.97 1.69
O 3.455611 -0.545640 -0.465321 -0.30 -1.44 -0.16
```
Forces are in eV/Å.

* HOMO (alpha / beta): -14.21 / -14.08 eV
* spin multiplicity: 2
* total charge: +1
* Kohn-Sham gap (alpha / beta): 0.3530 / 0.2072 Eh
* LUMO energy (alpha / beta): -4.610 / -8.441 eV
* energy relative to the best compared isomer or geometry (same formula, charge and spin): 117.86 kcal/mol

natural (NBO) atomic charge list, values in e, 5 entries: N -0.52; C 0.38; C -0.71; C -0.69; C 0.05



The following is a quantum chemistry calculation of 3 unconnected molecules or ions with the total composition C5H13NO2S at a distorted geometry, from OMol25.

Structure (XYZ):
```
22
Properties=species:S:1:pos:R:3:forces:R:3
C -2.435797 -1.619571 0.864735 0.63 3.31 -0.05
S -2.351345 -0.062230 0.192226 -0.28 -0.66 0.36
O -2.257665 0.145920 -1.242857 -0.21 -0.55 1.60
O -2.641632 1.062899 1.062276 0.12 -1.27 -0.79
H -2.057027 -1.550345 1.875656 -0.73 0.34 0.57
H -1.831307 -2.310808 0.362601 0.28 -1.12 -1.66
C -0.032676 2.825114 0.514337 -1.88 1.93 1.24
C 0.522990 1.833683 -0.050938 3.27 -3.63 -2.50
C 1.051764 0.590193 0.705339 -5.36 2.15 -0.01
C 0.742045 1.742484 -1.556925 0.83 -1.55 0.10
H -0.276766 2.721419 1.518719 -0.09 0.10 1.99
H -0.516412 3.663699 0.077052 0.02 0.54 -0.88
H 0.593744 0.529896 1.674054 0.17 0.50 1.01
H 0.572059 -0.237542 0.275895 -0.23 -1.54 -1.24
H 2.026505 0.452241 0.763461 4.58 -0.38 0.02
H 0.130920 2.508645 -2.011812 -0.23 -0.25 -0.63
H 0.567532 0.652321 -1.896364 -0.44 1.84 0.26
H 1.797567 1.877666 -1.893746 -0.53 0.28 0.59
N -0.516858 -3.597062 -1.072749 0.16 1.59 1.14
H -0.842637 -4.272230 -1.715597 0.35 -0.01 -1.81
H -0.265848 -4.175577 -0.333426 0.12 -1.29 2.21
H 0.361047 -3.077247 -1.146942 -0.54 -0.33 -1.52
```
Forces are in eV/Å.

* HOMO: -9.53 eV
* total charge: 0
* Kohn-Sham gap: 0.3409 Eh
* LUMO energy: -0.253 eV
* energy relative to the best compared isomer or geometry (same formula, charge and spin): 107.74 kcal/mol

natural (NBO) atomic charge list, values in e, 5 entries: C -0.85; S 2.04; O -0.84; O -0.84; H 0.23